ORCA calculation (ωB97M-V/def2-TZVPD) on a molecular structure, C42H54BrN5O3PPt.

Cartesian coordinates (Å):
1 Pt -0.46193 0.23068 -1.82036
2 C -2.31586 2.34089 -1.29461
3 N -2.35830 1.01656 -1.98957
4 C -3.30160 0.04433 -1.36916
5 C -2.88898 -1.33461 -1.78973
6 C -3.79963 -2.35944 -1.88589
7 C -3.36837 -3.62142 -2.28601
8 C -2.03887 -3.79250 -2.61250
9 C -1.16545 -2.72318 -2.50369
10 N -1.57043 -1.52282 -2.06593
11 C -2.69545 1.16512 -3.44499
12 C -1.47656 1.19200 -4.30860
13 C -1.47520 1.67775 -5.59618
14 C -0.35849 1.46284 -6.39563
15 C 0.71329 0.75126 -5.88218
16 C 0.67587 0.31934 -4.57137
17 N -0.40085 0.55342 -3.80132
18 C -0.98985 3.01453 -1.51001
19 C -0.82798 4.38137 -1.48989
20 C 0.45751 4.91073 -1.56118
21 C 1.54020 4.05322 -1.65655
22 C 1.31750 2.68930 -1.69141
23 N 0.07974 2.19178 -1.60984
24 H -2.43258 2.15526 -0.22734
25 H -3.14798 2.96513 -1.62052
26 H -4.32389 0.26261 -1.68362
27 H -3.24513 0.14540 -0.29233
28 H -4.84177 -2.17108 -1.66364
29 H -4.07153 -4.44002 -2.36504
30 H -1.65655 -4.74165 -2.96070
31 H -0.12599 -2.79871 -2.77834
32 H -3.33363 2.03625 -3.58889
33 H -3.27211 0.28421 -3.73624
34 H -2.34541 2.19516 -5.97761
35 H -0.33626 1.83519 -7.41147
36 H 1.58603 0.53227 -6.48093
37 H 1.48953 -0.22816 -4.12972
38 H -1.69243 5.02689 -1.40860
39 H 0.60402 5.98281 -1.54557
40 H 2.55344 4.42543 -1.71329
41 H 2.11234 1.96430 -1.78112
42 Br 6.47629 0.91069 0.25110
43 C 5.56067 -0.40334 -0.73255
44 C 6.21775 -1.55899 -1.15258
45 N 5.61520 -2.50825 -1.85949
46 C 4.33826 -2.34919 -2.17475
47 C 3.59575 -1.23562 -1.78268
48 C 4.22959 -0.23804 -1.04951
49 C 2.17192 -1.17538 -2.17617
50 O 1.65719 -1.98047 -2.92431
51 O 1.51460 -0.10268 -1.72928
52 H 7.26288 -1.71436 -0.91169
53 H 3.87425 -3.13410 -2.75978
54 H 3.70742 0.65191 -0.73017
55 O -0.51670 0.01505 0.23828
56 P -0.40459 -0.21757 1.78425
57 C -2.04852 -0.52770 2.52356
58 C -2.00305 -0.90540 4.03453
59 C -2.23432 0.23552 5.02486
60 C -3.48534 1.03149 4.69110
61 C -3.35151 1.63084 3.30075
62 C -3.12496 0.54655 2.24421
63 C 0.20777 1.30147 2.61795
64 C 0.90834 2.31726 1.71127
65 C 2.36219 1.95221 1.44519
66 C 3.13954 1.86206 2.75542
67 C 2.51322 0.83543 3.69185
68 C 1.02435 1.08632 3.91326
69 C 0.61228 -1.67629 2.22480
70 C 1.91532 -1.83683 1.39303
71 C 2.13858 -3.28101 0.94627
72 C 0.93137 -3.78249 0.16768
73 C -0.37417 -3.69616 0.98253
74 C -0.14785 -3.01453 2.32572
75 H -2.34345 -1.43238 1.97752
76 H -1.07641 -1.42223 4.28369
77 H -2.79846 -1.64039 4.18747
78 H -1.37578 0.91031 5.06545
79 H -2.31944 -0.20326 6.01960
80 H -3.64201 1.82024 5.42626
81 H -4.36529 0.38193 4.73338
82 H -2.53962 2.36411 3.30059
83 H -4.25480 2.18253 3.03319
84 H -2.89303 1.02885 1.29794
85 H -4.07493 0.01897 2.11306
86 H -0.74302 1.74648 2.91965
87 H 0.87466 3.28193 2.22742
88 H 0.34139 2.43904 0.78754
89 H 2.82330 2.70023 0.79455
90 H 2.40932 0.99016 0.91862
91 H 3.14126 2.84579 3.23489
92 H 4.18188 1.60657 2.56346
93 H 3.01558 0.85108 4.65946
94 H 2.67767 -0.16359 3.28598
95 H 0.91074 2.01049 4.48827
96 H 0.59189 0.30090 4.53481
97 H 0.89974 -1.40051 3.24423
98 H 2.76889 -1.51505 1.98751
99 H 1.89118 -1.18596 0.51625
100 H 2.35429 -3.91737 1.80630
101 H 3.02685 -3.32225 0.31583
102 H 1.09895 -4.79757 -0.19356
103 H 0.85849 -3.14790 -0.71302
104 H -0.77356 -4.69267 1.17301
105 H -1.14908 -3.16408 0.41388
106 H 0.47174 -3.66674 2.94361
107 H -1.08303 -2.91847 2.87009

The total energy comes out at -5166.23602 Ha. The value obtained for the energy above the lowest of the compared OMol25 structures with the same formula, charge and spin is 0.00 kJ/mol. As for the LUMO energy: -9.270 eV. The total charge is +3. The calculation puts the HOMO energy at -15.57 eV.

Here are the Löwdin charges for atoms 1 to 99, given in e: 1.645, -0.055, -0.245, -0.078, -0.242, 0.031, 0.023, 0.015, -0.061, -0.013, -0.045, -0.218, 0.040, 0.030, 0.026, -0.029, -0.031, -0.229, 0.040, 0.029, 0.016, -0.069, -0.042, 0.123, 0.155, 0.161, 0.099, 0.141, 0.140, 0.138, 0.096, 0.156, 0.154, 0.144, 0.142, 0.140, 0.108, 0.142, 0.141, 0.138, 0.115, 0.822, -0.649, -0.128, 0.116, -0.059, -0.126, -0.062, -0.548, 0.041, -0.233, 0.123, 0.134, 0.081, -0.456, 0.959, -0.330, -0.165, -0.179, -0.180, -0.189, -0.184, -0.314, -0.173, -0.194, -0.167, -0.168, -0.169, -0.309, -0.162, -0.168, -0.165, -0.162, -0.178, 0.111, 0.097, 0.135, 0.097, 0.130, 0.126, 0.128, 0.104, 0.122, 0.051, 0.132, 0.090, 0.138, 0.073, 0.110, 0.086, 0.129, 0.098, 0.131, 0.083, 0.136, 0.099, 0.105, 0.107, 0.072

***

ORCA calculation (ωB97M-V/def2-TZVPD) on C2H2F3O3PS in the gas phase at a distorted geometry.

Cartesian coordinates (Å):
1 C 2.49130 -0.55739 0.17352
2 C -1.47599 1.24851 -0.17045
3 O 0.54539 -2.13514 -1.22411
4 O -2.47225 -1.28992 0.30688
5 O -0.01961 -0.53857 0.88807
6 F -0.52633 1.01412 -1.12061
7 F -2.60126 1.74553 -0.71865
8 F -0.96344 2.17403 0.63894
9 P 1.01765 -1.03376 -0.31156
10 S -1.66517 -0.29423 0.97064
11 H 3.27932 -0.37057 -0.48192
12 H 2.39039 0.03738 1.04924

The total energy comes out at -1342.21803 Ha. The value obtained for the energy above the lowest of the compared OMol25 structures with the same formula, charge and spin is 273.31 kJ/mol. As for the LUMO energy: -0.300 eV. The calculation puts the HOMO energy at -9.84 eV.

Löwdin atomic charges, in units of e: -0.160, -0.672, -0.309, -0.397, -0.525, 0.068, 0.137, 0.110, 0.694, 1.049, -0.001, 0.007

***

ORCA calculation (ωB97M-V/def2-TZVPD) on C2H2INO3 in the gas phase at a distorted geometry.

Cartesian coordinates (Å):
1 C 1.57062 -0.81977 -0.65412
2 C 0.11196 -0.24669 -0.47718
3 N -0.99131 1.36292 1.06766
4 O -0.12448 0.95206 -0.54491
5 O 1.82165 -1.94959 -0.74522
6 O -1.00547 0.28581 1.63035
7 I -1.64465 -1.42140 -0.14751
8 H 2.27348 0.17107 -0.79394
9 H -2.01180 1.66558 0.66487

The total energy comes out at -655.38512 Ha. The value obtained for the energy above the lowest of the compared OMol25 structures with the same formula, charge and spin is 573.28 kJ/mol. As for the LUMO energy (spin up / spin down): -1.433 / -1.434 eV. The calculation puts the HOMO energy (spin up / spin down) at -9.20 / -9.20 eV.

Löwdin atomic charges, in units of e: -0.263, -0.705, -0.056, -0.108, 0.101, -0.339, 1.059, 0.178, 0.134

***

ORCA calculation (ωB97M-V/def2-TZVPD) on 2 unconnected molecules or ions with the total composition C5H9NO2.

Cartesian coordinates (Å):
1 C 2.41642 0.70669 -0.52823
2 C 1.14863 0.03568 -0.96516
3 C 0.52527 -0.95797 0.02909
4 O 0.57824 0.28872 -2.01150
5 O 0.66613 -0.76599 1.30939
6 H -0.67699 -0.78916 -0.26498
7 H 3.20001 -0.04770 -0.41407
8 H 2.26582 1.14284 0.46109
9 H 2.72349 1.45993 -1.25049
10 C -1.89819 -0.00407 1.43508
11 C -1.95321 0.06606 0.02343
12 N -2.40665 0.50718 -1.00844
13 H -1.85108 0.46603 -1.86517
14 H 0.65624 -1.99135 -0.35462
15 H -0.77430 -0.33282 1.67363
16 H -2.04198 0.97189 1.89717
17 H -2.57784 -0.75598 1.83379

The total energy comes out at -401.02582 Ha. The value obtained for the energy above the lowest of the compared OMol25 structures with the same formula, charge and spin is 396.29 kJ/mol. As for the LUMO energy: -0.064 eV. The calculation puts the HOMO energy at -8.90 eV.

Löwdin atomic charges, in units of e: -0.006, -0.398, -0.349, 0.051, -0.158, 0.101, 0.096, 0.088, 0.084, -0.047, -0.194, 0.201, 0.092, 0.142, 0.085, 0.106, 0.106

***

ORCA calculation (ωB97M-V/def2-TZVPD) on C4H5ClN2 in the gas phase at a distorted geometry.

Cartesian coordinates (Å):
1 C -0.41326 -0.40026 0.93493
2 C -1.44333 -0.64159 0.09644
3 C -1.12780 -0.14218 -1.16434
4 C 0.19719 0.33448 -1.12560
5 H 1.76112 1.38911 1.32404
6 H 2.41205 -0.18088 1.04619
7 H -0.23971 -0.70747 1.98830
8 H -2.34483 -1.23294 0.31260
9 H 0.90269 0.72997 -1.84130
10 N 1.91892 0.58652 0.67007
11 N 0.62862 0.18975 0.21216
12 Cl -2.25167 0.07550 -2.45349

The SMILES is Nn1ccc(Cl)c1. The total energy comes out at -725.07163 Ha. The value obtained for the energy above the lowest of the compared OMol25 structures with the same formula, charge and spin is 167.96 kJ/mol. As for the LUMO energy: 0.857 eV. The calculation puts the HOMO energy at -8.36 eV.

Löwdin atomic charges, in units of e: -0.103, -0.153, -0.722, -0.061, 0.113, 0.064, 0.124, 0.114, 0.111, 0.082, -0.203, 0.634

***

ORCA calculation (ωB97M-V/def2-TZVPD) on 4 unconnected molecules or ions with the total composition C33H66N5O8PS at a distorted geometry.

Cartesian coordinates (Å):
1 C -2.07184 -4.45295 0.87452
2 C -1.12014 -3.84420 -0.27183
3 O 0.12228 -3.40941 0.38222
4 C 0.49404 -2.09032 -0.08047
5 O 0.74796 -1.97824 -1.32330
6 C 0.54528 -0.80684 0.91484
7 C -0.10664 0.51666 0.21118
8 C -1.70095 0.31846 0.26649
9 C -2.54693 1.67039 0.35622
10 C -3.87274 1.80084 -0.49540
11 P -4.57257 0.43371 -1.59150
12 C -4.47073 -1.27851 -0.71000
13 C -6.46279 0.66347 -1.86268
14 C -7.27186 -0.09046 -0.65074
15 C -4.68540 3.18078 -0.43138
16 C -4.24187 4.39191 0.46846
17 C -2.94959 4.32476 1.35584
18 N -2.40708 5.34871 2.21174
19 S -1.01394 4.58568 2.86068
20 N -1.05352 3.04053 2.12830
21 C -2.18546 2.92456 1.23340
22 H -1.49792 -4.54399 1.85943
23 H -2.96793 -3.74388 1.06038
24 H -2.51148 -5.48409 0.62281
25 H -0.95280 -4.57952 -1.13256
26 H -1.62674 -2.91469 -0.73090
27 H -0.10426 -1.11996 1.82411
28 H 1.59763 -0.61412 1.33198
29 H 0.27805 1.49297 0.66220
30 H 0.29189 0.48429 -0.87880
31 H -2.05779 -0.41280 1.08945
32 H -2.00007 -0.18179 -0.73827
33 H -3.44747 -1.73519 -0.99387
34 H -4.57632 -1.15338 0.42132
35 H -5.26143 -1.95618 -1.18974
36 H -6.82911 0.15373 -2.82764
37 H -6.79236 1.75641 -1.82101
38 H -7.32576 -1.23158 -0.81428
39 H -6.75941 0.06843 0.36097
40 H -8.34039 0.33827 -0.57221
41 H -5.64205 3.37161 -1.04068
42 H -4.90168 5.33805 0.48002
43 C 1.53040 4.87108 -1.90773
44 O 0.25982 5.42116 -2.22771
45 C -0.51082 5.76100 -1.07348
46 C -0.66207 7.27878 -0.95904
47 N 0.60691 7.91110 -0.59350
48 C 0.59052 9.37118 -0.70313
49 C 0.39185 9.97191 -2.10390
50 O 1.47429 9.72823 -2.99695
51 C 1.40576 8.48686 -3.68313
52 H 1.98803 4.51255 -2.83183
53 H 2.18581 5.63075 -1.47183
54 H 1.42962 4.02447 -1.22401
55 H -0.09362 5.32848 -0.15664
56 H -1.50361 5.32491 -1.22064
57 H -1.41175 7.50915 -0.19502
58 H -1.02616 7.65176 -1.92252
59 H 1.33943 7.55432 -1.19816
60 H 1.55475 9.72261 -0.32184
61 H -0.17616 9.76933 -0.02905
62 H 0.34920 11.05967 -1.98366
63 H -0.56347 9.68440 -2.55636
64 H 0.37689 8.17206 -3.87717
65 H 1.94155 7.71719 -3.12360
66 H 1.91599 8.60164 -4.64229
67 C 6.06959 -0.93618 -2.58209
68 O 6.38238 -0.47398 -1.27675
69 C 7.51595 0.39622 -1.24477
70 C 7.08636 1.82043 -0.88756
71 N 6.34092 2.43958 -1.98482
72 C 5.69702 3.70313 -1.61991
73 C 4.59476 3.64992 -0.55022
74 O 3.42276 2.95227 -0.96193
75 C 3.47421 1.54633 -0.76628
76 H 5.29089 -1.69657 -2.49499
77 H 5.68718 -0.12244 -3.20400
78 H 6.94461 -1.39286 -3.05636
79 H 8.08241 0.37078 -2.18237
80 H 8.17335 0.02489 -0.45302
81 H 7.97582 2.42163 -0.67331
82 H 6.47899 1.76759 0.02248
83 H 5.62314 1.79578 -2.30068
84 H 5.25402 4.10307 -2.53779
85 H 6.46713 4.41721 -1.30764
86 H 4.27425 4.68124 -0.36761
87 H 4.95710 3.27562 0.41339
88 H 4.07272 1.26649 0.10501
89 H 3.85371 1.05479 -1.66434
90 H 2.45395 1.18865 -0.61087
91 C -1.00996 -9.64913 5.80158
92 O -0.21537 -8.80715 4.98054
93 C 0.69361 -9.53022 4.14713
94 C 0.28746 -9.40420 2.67755
95 N -0.93874 -10.15465 2.40073
96 C -1.51091 -9.88147 1.08072
97 C -2.00994 -8.45331 0.80943
98 O -3.14339 -8.07835 1.58712
99 C -2.83259 -7.56499 2.87414
100 H -1.56537 -9.01750 6.49786
101 H -1.72863 -10.21462 5.20241
102 H -0.38378 -10.33382 6.38311
103 H 0.78553 -10.57929 4.44985
104 H 1.67470 -9.06357 4.27551
105 H 1.09484 -9.78981 2.04682
106 H 0.15710 -8.33915 2.45725
107 H -1.63306 -9.92285 3.10322
108 H -2.36101 -10.56116 0.96346
109 H -0.78047 -10.15905 0.31268
110 H -2.34553 -8.42304 -0.23273
111 H -1.21396 -7.70453 0.88816
112 H -1.88032 -7.02805 2.89196
113 H -2.83056 -8.37158 3.61022
114 H -3.62402 -6.86884 3.16164

The SMILES is CCOC(=O)CCCc1c(P(C)CC)ccc2nsnc12.COCCNCCOC.COCCNCCOC.COCCNCCOC. The total energy comes out at -2911.78208 Ha. As for the LUMO energy: -1.300 eV. The calculation puts the HOMO energy at -7.88 eV.

Here are the Löwdin charges for atoms 1 to 99, given in e: -0.069, -0.204, -0.099, -0.325, 0.040, -0.079, -0.178, -0.176, -0.100, -0.301, 0.910, -0.317, -0.402, -0.196, -0.054, -0.014, -0.311, -0.259, 0.901, -0.294, -0.197, 0.084, 0.076, 0.070, 0.131, 0.099, 0.118, 0.123, 0.094, 0.115, 0.125, 0.087, 0.012, 0.054, 0.048, 0.081, 0.053, 0.064, 0.066, 0.074, 0.076, 0.098, -0.112, -0.189, -0.210, -0.203, -0.052, -0.199, -0.222, -0.182, -0.099, 0.094, 0.074, 0.076, 0.105, 0.114, 0.117, 0.101, 0.067, 0.116, 0.116, 0.118, 0.108, 0.089, 0.069, 0.087, -0.113, -0.200, -0.209, -0.209, -0.054, -0.193, -0.210, -0.215, -0.070, 0.090, 0.077, 0.087, 0.121, 0.119, 0.122, 0.101, 0.067, 0.118, 0.118, 0.115, 0.111, 0.094, 0.078, 0.064, -0.115, -0.199, -0.208, -0.208, -0.055, -0.196, -0.229, -0.188, -0.105

***

ORCA calculation (ωB97M-V/def2-TZVPD) on 3 unconnected molecules or ions with the total composition C4H13NO2 at a distorted geometry.

Cartesian coordinates (Å):
1 N -0.55972 -1.67691 0.14483
2 C -0.35366 -1.45120 -1.26056
3 C -0.67379 0.05330 -1.47865
4 C -1.46655 0.41663 -0.20670
5 C -1.00090 -0.51290 0.89347
6 H -0.14431 -2.47390 0.58269
7 H 0.68222 -1.70308 -1.52785
8 H -0.96906 -2.01359 -1.97417
9 H 0.28527 0.54869 -1.63978
10 H -1.37330 0.29926 -2.27540
11 H -1.37688 1.46316 0.08988
12 H -2.50888 0.27194 -0.47130
13 H -0.17758 -0.11369 1.48904
14 H -1.85298 -0.75445 1.54879
15 H 3.27751 -0.29045 0.13253
16 H 1.88682 -0.37417 0.57993
17 O 2.61074 0.27147 0.54095
18 H 1.50210 2.02295 1.28021
19 H 0.87574 3.36924 1.55879
20 O 1.33723 2.64768 1.99331

The SMILES is C1CCNC1.O.O. The total energy comes out at -365.41192 Ha. The value obtained for the energy above the lowest of the compared OMol25 structures with the same formula, charge and spin is 80.26 kJ/mol. As for the LUMO energy: 0.614 eV. The calculation puts the HOMO energy at -8.34 eV.

Löwdin atomic charges, in units of e: -0.084, -0.239, -0.162, -0.185, -0.223, 0.105, 0.097, 0.098, 0.097, 0.099, 0.105, 0.105, 0.092, 0.112, 0.048, 0.024, -0.046, -0.012, 0.030, -0.060

***

- total energy of number 2 (C2H2F3O3PS)?
  -1342.21803 Ha

***

- total energy of number 7 (C4H13NO2)?
  -365.41192 Ha